A 2-piece molecular cluster, C9H21BF4N6O4P2 overall at a distorted geometry. Source: the OMol25 dataset; level of theory: ωB97M-V/def2-TZVPD.

Each line ends with the Mulliken charge.
Geometry (Å):
C 3.269 -2.292 1.291  -0.773
C 3.819 -1.084 2.274  -0.515
C 3.022 0.301 1.910  -0.506
C 1.481 0.386 2.462  0.371
C 1.177 -0.639 3.746  -1.272
N 0.452 0.281 1.358  0.185
N -0.625 -0.603 1.182  -0.003
C -1.505 -0.414 -0.038  0.093
N -2.623 -1.141 -0.466  0.278
C -3.031 -2.299 0.423  -0.299
C -4.615 -2.715 0.334  -0.265
N -4.880 -4.083 0.190  -0.534
P -3.391 -0.656 -2.000  0.715
O -4.251 0.668 -1.673  -0.620
O -2.228 -0.129 -3.236  -0.488
O -4.347 -1.904 -2.768  -0.448
N -0.805 0.769 -0.670  -0.192
C 0.402 1.190 0.144  -0.120
P 1.529 2.629 -0.428  0.127
N 1.129 4.068 0.549  -0.584
O 1.206 3.063 -2.120  -0.303
H 4.123 -3.110 1.128  0.322
H 2.265 -2.791 1.696  0.143
H 3.086 -1.831 0.209  0.215
H 3.850 -1.360 3.411  0.250
H 4.955 -0.907 1.953  0.351
H 3.050 0.434 0.744  0.241
H 3.628 1.196 2.385  0.296
H 1.356 1.480 2.925  0.163
H 0.080 -0.360 4.113  0.400
H 1.997 -0.470 4.567  0.333
H 1.187 -1.745 3.325  0.218
H -0.777 -1.357 1.890  0.371
H -2.303 -3.226 0.236  0.304
H -2.835 -1.996 1.561  0.254
H -5.521 -1.947 0.346  0.320
H -5.911 -4.249 0.133  0.289
H -2.052 0.867 -3.124  0.363
H -3.831 -2.760 -2.870  0.355
H 0.153 4.332 0.248  0.295
H 1.139 3.756 1.547  0.301
H 0.228 2.977 -2.319  0.346
B 1.389 3.534 -5.313  0.653
F 2.031 4.705 -4.740  -0.408
F 1.145 3.759 -6.729  -0.393
F 2.255 2.377 -5.148  -0.418
F 0.125 3.293 -4.636  -0.411

Computed properties:
Lowest unoccupied orbital energy = -2.05 eV
Largest force on an atom = 8.07 eV/Å
Energy = -2091.9661 a.u.
Kohn-Sham gap = 7.473 eV
M = 426.1 g/mol


One molecule with the formula C8H12P2 at a distorted geometry. Source: the OMol25 dataset; level of theory: ωB97M-V/def2-TZVPD.

Each line ends with the Mulliken charge.
Geometry (Å):
H 0.281 -1.931 -2.037  0.032
P 0.217 -0.694 -2.697  0.004
C -1.504 -0.910 -3.192  -0.292
C -2.599 -0.489 -2.557  -0.314
P -2.691 0.353 -0.947  -0.273
C -1.142 0.436 -0.427  -0.542
C -0.368 0.725 0.768  0.664
C 0.977 1.427 0.522  -0.798
C 1.870 0.932 1.656  -0.628
C 1.486 -0.540 1.807  -0.594
C -0.018 -0.592 1.515  -0.779
H -1.645 -1.407 -4.147  0.342
H -3.583 -0.662 -2.985  0.307
H -0.968 1.363 1.429  0.399
H 0.871 2.513 0.525  0.374
H 1.378 1.118 -0.446  0.225
H 1.640 1.474 2.575  0.288
H 2.927 1.065 1.432  0.369
H 2.022 -1.142 1.075  0.277
H 1.721 -0.923 2.799  0.319
H -0.268 -1.456 0.899  0.343
H -0.604 -0.660 2.431  0.280

Computed properties:
Lowest unoccupied orbital energy (alpha / beta) = -0.51 / -0.65 eV
Largest force on an atom = 2.10 eV/Å
Energy = -994.5870 a.u.
Kohn-Sham gap (alpha / beta) = 7.599 / 7.348 eV
M = 170.1 g/mol
SMILES = [H]/P=C/C=P#CC1CCCC1


C5H5I2NO as an isolated structure at a distorted geometry. Source: the OMol25 dataset; level of theory: ωB97M-V/def2-TZVPD.

Each line ends with the Mulliken charge.
Geometry (Å):
C -1.403 0.334 -2.113  -0.134
C -1.684 -0.829 -1.459  -0.245
C 0.032 -0.015 -0.373  0.424
C 0.758 0.286 2.062  -1.161
C 1.129 0.129 0.587  -0.377
N -0.327 1.027 -1.641  -0.464
O -0.794 -1.079 -0.440  -0.211
I 2.460 1.806 0.027  0.180
I 2.250 -1.748 0.591  0.158
H -1.939 0.757 -2.994  0.354
H -2.408 -1.598 -1.710  0.362
H 0.211 1.217 2.409  0.351
H 1.693 0.153 2.711  0.355
H 0.022 -0.442 2.344  0.408

Computed properties:
Lowest unoccupied orbital energy = -0.79 eV
Largest force on an atom = 7.17 eV/Å
Energy = -918.7991 a.u.
Kohn-Sham gap = 7.883 eV
M = 348.9 g/mol


One molecule with the formula C2HClN2OS at a distorted geometry. Source: the OMol25 dataset; level of theory: ωB97M-V/def2-TZVPD.

Each line ends with the Mulliken charge.
Geometry (Å):
S 2.388 -0.275 -0.150  -0.280
C 0.695 0.086 0.053  0.508
N 0.458 1.390 0.064  -0.307
O -0.862 1.372 -0.125  -0.094
C -1.360 0.130 -0.197  0.567
Cl -3.004 -0.316 -0.063  -0.096
N -0.349 -0.730 -0.053  -0.476
H 2.034 -1.656 0.471  0.178

Computed properties:
Lowest unoccupied orbital energy = 0.26 eV
Largest force on an atom = 4.90 eV/Å
Energy = -1119.8618 a.u.
Kohn-Sham gap = 9.842 eV
M = 136.6 g/mol
SMILES = Sc1noc(Cl)n1


C24H47FN2NbS2 as an isolated structure at a distorted geometry. Source: the OMol25 dataset; level of theory: ωB97M-V/def2-TZVPD.

Each line ends with the Mulliken charge.
Geometry (Å):
C 0.374 2.490 9.998  -0.937
C 0.643 4.042 9.590  -0.480
N 0.559 4.217 8.114  0.058
C 1.169 5.497 7.632  -0.564
C 1.166 6.703 8.696  -0.823
C -0.802 3.999 7.590  -0.114
S -2.198 4.748 8.188  -0.256
S -0.913 2.805 6.156  -0.102
C -2.636 2.126 6.036  -0.436
C -3.114 2.311 4.481  -0.403
C -3.277 0.879 3.716  -1.062
Nb -1.464 0.448 2.409  -0.281
F -1.714 2.276 1.416  -0.684
C -2.670 -0.597 0.778  -1.188
C -1.725 -1.434 -0.244  -0.197
C -2.691 -2.402 -1.100  -0.511
C -2.875 -1.885 -2.612  -0.656
C -2.358 -2.955 -3.721  -0.806
C -0.749 -2.910 -3.677  -0.578
C -0.124 -2.506 -5.129  -0.246
C 0.053 -0.924 -5.320  -0.269
C 0.354 -0.443 -6.824  -0.847
C 1.938 -0.154 -7.107  -0.664
C 2.704 -1.482 -6.584  -0.214
C 4.088 -1.781 -7.382  -0.738
N 4.206 -3.293 -7.408  0.204
C 4.107 -3.934 -6.095  -0.174
C 4.192 -5.465 -6.301  -0.523
C 4.357 -5.591 -7.851  -0.467
C 4.353 -4.188 -8.533  -0.256
H 1.017 2.158 10.896  0.322
H 0.579 1.836 9.079  0.246
H -0.732 2.367 10.270  0.228
H -0.081 4.715 10.162  0.291
H 1.730 4.264 9.897  0.353
H 0.590 5.851 6.697  0.357
H 2.244 5.241 7.300  0.261
H 0.233 6.757 9.346  0.236
H 1.193 7.685 8.082  0.316
H 2.144 6.673 9.288  0.277
H -2.550 0.991 6.229  0.259
H -3.380 2.602 6.766  0.385
H -4.095 2.920 4.452  0.281
H -2.311 2.964 3.968  0.368
H -4.276 0.944 3.133  0.300
H -3.424 0.023 4.485  0.315
H -0.392 1.257 3.676  0.203
H 0.084 0.188 1.448  0.020
H -1.278 -1.184 3.203  0.005
H -3.444 -1.280 1.276  0.361
H -3.170 0.229 0.159  0.330
H -1.184 -0.686 -0.925  0.351
H -0.939 -2.044 0.315  0.333
H -3.716 -2.435 -0.583  0.329
H -2.319 -3.490 -1.148  0.326
H -2.337 -0.873 -2.738  0.250
H -3.983 -1.713 -2.833  0.349
H -2.738 -4.019 -3.491  0.379
H -2.742 -2.712 -4.780  0.339
H -0.307 -2.274 -2.841  0.270
H -0.388 -3.993 -3.471  0.308
H 0.930 -2.989 -5.120  0.000
H -0.687 -3.027 -5.987  0.230
H 0.816 -0.494 -4.564  0.283
H -0.961 -0.447 -5.024  0.262
H -0.022 -1.241 -7.574  0.323
H -0.228 0.526 -7.026  0.329
H 2.060 -0.020 -8.246  0.310
H 2.247 0.797 -6.526  0.279
H 2.006 -2.357 -6.874  0.243
H 2.911 -1.443 -5.459  0.285
H 4.979 -1.331 -6.817  0.192
H 4.038 -1.369 -8.445  0.337
H 3.953 -3.411 -5.085  0.273
H 4.119 -6.248 -5.484  0.322
H 4.423 -6.603 -8.370  0.287
H 4.433 -3.900 -9.626  0.312

Computed properties:
Lowest unoccupied orbital energy = 1.97 eV
Largest force on an atom = 5.95 eV/Å
Energy = -2004.9605 a.u.
Kohn-Sham gap = 6.647 eV
Charge = -1
M = 539.7 g/mol


One molecule with the formula C4H2Cl2O2 at a distorted geometry. Source: the OMol25 dataset; level of theory: ωB97M-V/def2-TZVPD.

Each line ends with the Mulliken charge.
Geometry (Å):
O 0.925 -1.207 -1.838  -0.471
C 1.087 -0.390 -0.911  0.075
C -0.115 0.123 -0.085  0.182
C 0.306 1.241 0.845  0.039
O 1.130 2.198 0.551  -0.485
C -1.233 -0.679 0.032  0.482
Cl -2.315 -0.531 1.283  -0.138
Cl -1.668 -1.983 -1.115  -0.090
H 2.236 0.056 -0.621  0.243
H -0.353 1.170 1.858  0.162

Computed properties:
Lowest unoccupied orbital energy = -1.37 eV
Largest force on an atom = 6.58 eV/Å
Energy = -1224.3863 a.u.
Kohn-Sham gap = 8.686 eV
M = 153.0 g/mol
SMILES = O=CC(C=O)=C(Cl)Cl


A 2-piece molecular cluster, C22H27N4 overall at a distorted geometry. Source: the OMol25 dataset; level of theory: ωB97M-V/def2-TZVPD.

Each line ends with the Mulliken charge.
Geometry (Å):
C 2.682 -1.121 1.435  -1.514
C 2.490 0.321 1.205  0.350
N 3.401 1.235 1.619  0.134
C 4.682 0.922 2.229  -0.909
C 2.912 2.531 1.441  0.363
C 1.607 2.431 0.905  0.515
C 0.867 3.594 0.720  -0.088
C 1.455 4.825 1.066  -0.875
C 2.755 4.892 1.598  -0.634
C 3.507 3.729 1.803  -0.942
C 1.308 1.003 0.777  0.483
C 0.079 0.447 0.409  -1.154
C -1.163 0.941 0.909  0.440
C -1.206 1.659 2.146  -0.180
C -2.402 2.104 2.681  -0.821
C -3.599 1.898 1.976  -0.304
C -3.596 1.194 0.759  -0.842
C -2.404 0.686 0.259  -0.025
H 1.712 -1.621 1.378  0.369
H 3.348 -1.585 0.694  0.328
H 3.109 -1.310 2.431  0.420
H 5.184 1.874 2.412  0.318
H 4.551 0.398 3.187  0.340
H 5.289 0.306 1.553  0.318
H -0.147 3.533 0.327  0.569
H 0.896 5.749 0.911  0.391
H 3.192 5.851 1.856  0.412
H 4.525 3.719 2.198  0.236
H 0.090 -0.449 -0.191  1.172
H -0.273 1.827 2.684  0.453
H -2.401 2.617 3.646  0.407
H -4.534 2.293 2.374  0.395
H -4.526 1.027 0.208  0.427
H -2.360 0.094 -0.657  0.448
C -2.324 -3.290 -0.126  -0.838
N -2.013 -3.318 -1.525  0.146
C -2.486 -4.350 -2.413  -0.647
C -1.929 -3.944 -3.763  -0.644
N -1.245 -2.707 -3.494  0.115
C -0.582 -2.032 -4.578  -0.906
C -1.278 -2.349 -2.162  0.407
N -0.763 -1.309 -1.570  -0.578
H -1.795 -2.454 0.327  0.154
H -3.401 -3.162 0.042  0.279
H -2.009 -4.225 0.352  0.334
H -2.106 -5.332 -2.101  0.306
H -3.584 -4.392 -2.426  0.315
H -1.225 -4.698 -4.146  0.330
H -2.723 -3.793 -4.510  0.347
H -0.185 -1.078 -4.241  0.312
H 0.241 -2.646 -4.971  0.296
H -1.296 -1.856 -5.394  0.312
H -0.325 -0.677 -2.247  -0.040

Computed properties:
Lowest unoccupied orbital energy = -4.46 eV
Largest force on an atom = 1.78 eV/Å
Energy = -1073.3110 a.u.
Kohn-Sham gap = 6.505 eV
Charge = +1
M = 347.5 g/mol


A 2-piece molecular cluster, C5H8N2 overall at a distorted geometry. Source: the OMol25 dataset; level of theory: ωB97M-V/def2-TZVPD.

Each line ends with the Mulliken charge.
Geometry (Å):
C 1.772 -0.322 0.943  -1.171
C 1.367 -0.104 -0.499  0.346
C 0.144 -0.661 -1.128  0.034
C -0.928 -1.182 -0.296  0.056
N -1.888 -1.371 0.338  -0.508
N 0.316 0.778 -0.913  -0.469
C -2.233 1.235 0.217  -0.824
H 0.912 -0.558 1.578  0.341
H 2.491 -1.147 1.012  0.302
H 2.255 0.579 1.335  0.286
H 2.224 -0.105 -1.185  0.376
H 0.156 -1.065 -2.141  0.322
H -1.407 1.005 -0.448  0.350
H -2.993 1.961 -0.075  0.275
H -2.187 0.958 1.263  0.284

Computed properties:
Lowest unoccupied orbital energy (alpha / beta) = 0.62 / -1.41 eV
Largest force on an atom = 2.21 eV/Å
Energy = -304.6162 a.u.
Kohn-Sham gap (alpha / beta) = 11.218 / 6.623 eV
M = 96.1 g/mol


C31H44HgN4P2 as an isolated structure at a distorted geometry. Source: the OMol25 dataset; level of theory: ωB97M-V/def2-TZVPD.

Each line ends with the Mulliken charge.
Geometry (Å):
Hg -0.134 -1.759 0.634  0.627
C -1.425 2.194 -0.998  -0.605
C -1.611 1.116 -1.776  -0.554
C -1.009 0.893 -3.151  -0.521
C 0.260 0.041 -3.267  -0.083
C 1.365 0.263 -2.270  -0.502
C 1.632 1.392 -1.603  -0.275
C 1.000 2.736 -1.829  -0.864
C -0.251 3.135 -1.009  -0.722
C 1.891 -1.888 1.311  -1.300
H -2.127 2.437 -0.186  0.464
H -2.317 0.327 -1.470  0.435
H -0.813 1.850 -3.655  0.187
H -1.776 0.388 -3.767  0.535
H 0.007 -1.026 -3.192  0.344
H 0.604 0.205 -4.303  -0.131
H 1.990 -0.626 -2.108  0.500
H 2.389 1.385 -0.806  0.363
H 0.797 2.899 -2.893  0.379
H 1.770 3.476 -1.555  0.415
H 0.047 3.323 0.037  0.369
H -0.569 4.122 -1.385  0.313
H 1.830 -1.524 2.348  0.267
H 2.597 -1.277 0.736  0.279
H 2.200 -2.939 1.321  0.363
P 1.269 -1.167 -8.514  -0.124
P -1.712 -0.686 -8.187  -0.276
N 2.697 -0.176 -8.382  0.368
N 2.123 -2.402 -9.480  0.311
N -2.037 1.026 -7.866  0.464
N -3.385 -1.042 -8.544  0.383
C 0.456 -0.243 -9.896  -0.630
C -1.067 -0.514 -9.912  -0.946
C 3.115 0.439 -7.194  -0.394
C 4.168 1.286 -7.493  -0.601
C 4.421 1.187 -8.901  -0.670
C 3.509 0.286 -9.423  -0.099
C 2.279 -3.711 -8.997  -0.454
C 2.674 -4.525 -10.049  -0.599
C 2.795 -3.697 -11.214  -0.810
C 2.480 -2.403 -10.830  -0.049
C -1.850 1.622 -6.611  -0.449
C -1.923 3.000 -6.760  -0.326
C -2.168 3.267 -8.144  -1.197
C -2.266 2.047 -8.789  -0.080
C -4.311 -0.318 -9.307  -0.109
C -5.416 -1.121 -9.537  -0.607
C -5.170 -2.383 -8.898  -0.573
C -3.929 -2.313 -8.294  -0.396
H 0.902 -0.534 -10.859  0.424
H 0.643 0.835 -9.756  0.462
H -1.585 0.296 -10.444  0.417
H -1.292 -1.447 -10.457  0.512
H 2.617 0.193 -6.264  0.344
H 4.681 1.940 -6.805  0.417
H 5.153 1.731 -9.475  0.443
H 3.390 -0.067 -10.433  0.207
H 2.126 -3.919 -7.947  0.413
H 2.867 -5.585 -10.004  0.404
H 3.080 -4.002 -12.208  0.429
H 2.527 -1.499 -11.417  0.326
H -1.747 1.006 -5.727  0.209
H -1.835 3.740 -5.976  0.463
H -2.278 4.233 -8.613  0.441
H -2.541 1.840 -9.812  0.426
H -4.137 0.707 -9.583  0.246
H -6.281 -0.845 -10.115  0.443
H -5.823 -3.240 -8.920  0.410
H -3.372 -3.019 -7.695  0.367
C -1.103 1.187 2.966  -1.368
C -1.472 -0.300 3.015  1.123
C -2.574 -0.522 4.053  -1.658
C -1.856 -0.899 1.652  -1.281
H -1.922 1.809 2.586  0.310
H -0.221 1.402 2.353  0.242
H -0.878 1.563 3.974  0.430
H -0.579 -0.823 3.402  0.042
H -3.492 0.006 3.779  0.344
H -2.795 -1.587 4.150  0.408
H -2.260 -0.166 5.039  0.408
H -2.482 -1.786 1.784  0.567
H -2.310 -0.186 0.963  0.212

Computed properties:
Lowest unoccupied orbital energy = 0.01 eV
Largest force on an atom = 2.91 eV/Å
Energy = -2262.6354 a.u.
Kohn-Sham gap = 7.803 eV
M = 735.3 g/mol


C16H28N3O2S2Tc as an isolated structure. Source: the OMol25 dataset; level of theory: ωB97M-V/def2-TZVPD.

Each line ends with the Mulliken spin population.
Geometry (Å):
Tc -0.455 1.380 -0.321  0.825
C -4.314 4.745 2.397  0.000
C -4.299 4.415 0.913  0.002
N -4.514 2.971 0.646  0.010
C -5.930 2.488 0.668  0.002
C -6.279 1.776 1.966  0.000
C -3.557 2.115 0.439  -0.007
S -1.860 2.724 0.696  0.051
N -3.834 0.837 0.189  0.050
C -3.052 -0.063 -0.326  -0.003
O -1.848 0.247 -0.835  0.052
C -3.460 -1.435 -0.427  0.002
C -2.616 -2.396 -1.017  -0.002
C -3.027 -3.705 -1.101  0.000
C -4.281 -4.072 -0.599  0.000
C -5.125 -3.128 -0.013  -0.001
C -4.723 -1.817 0.074  0.001
H -4.114 5.809 2.518  -0.001
H -3.550 4.189 2.943  0.001
H -5.283 4.538 2.847  0.000
H -3.365 4.717 0.445  0.000
H -5.099 4.934 0.388  0.002
H -6.064 1.837 -0.192  0.001
H -6.544 3.374 0.526  0.000
H -5.655 0.896 2.119  0.000
H -7.318 1.454 1.910  0.000
H -6.181 2.432 2.828  0.000
H -1.654 -2.106 -1.415  -0.003
H -2.391 -4.450 -1.558  0.000
H -4.602 -5.103 -0.672  0.000
H -6.091 -3.430 0.366  0.000
H -5.367 -1.072 0.521  -0.002
N -0.030 1.600 -2.376  -0.010
H -0.432 2.450 -2.775  0.002
H -0.399 0.817 -2.922  0.000
H 0.974 1.653 -2.566  0.001
C 4.284 -0.742 2.245  0.000
C 3.390 -0.241 1.110  0.000
S 1.940 0.545 1.813  0.010
O 1.234 1.166 0.494  0.018
C 2.583 2.007 2.642  -0.001
C 3.575 2.843 1.855  0.001
H 5.101 -1.303 1.792  0.000
H 3.755 -1.416 2.918  0.000
H 4.724 0.073 2.817  0.000
H 2.990 -1.068 0.521  -0.001
H 3.878 0.481 0.456  0.000
H 3.003 1.589 3.564  0.001
H 1.681 2.552 2.932  -0.001
H 4.524 2.330 1.714  0.000
H 3.778 3.748 2.427  0.000
H 3.180 3.148 0.886  -0.001

Computed properties:
Lowest unoccupied orbital energy (alpha / beta) = -11.91 / -12.14 eV
Largest force on an atom = 0.84 eV/Å
Energy = -1817.3619 a.u.
Kohn-Sham gap (alpha / beta) = 5.376 / 5.142 eV
Charge = +3
M = 456.6 g/mol
2S+1 = 2


Q: Look up the energy of the seventh one.
A: -1073.3110 a.u.